Formula: C10H15F12N3O10PtS4
Source: the OMol25 dataset
Level of theory: the ωB97M-V functional and the def2-TZVPD basis

Output
Frontier orbital gap (spin up / spin down) (eV): 9.7 / 8.2
E_HOMO (spin up / spin down) (eV): -10.00 / -10.22

Geometry as ORCA input:
```
! RIJCOSX wB97M-V def2-TZVPD def2/J DEFGRID3
* xyz 0 3
Pt -0.03492 -0.12829 0.06082
C -1.65864 2.45778 2.79313
F -1.33456 1.18651 3.00957
F -2.94330 2.61027 2.99947
F -0.96921 3.18461 3.62432
S -1.23687 2.91563 0.99380
O -2.33936 2.62404 0.11099
O -0.92061 4.30619 1.10113
N 0.09566 1.89692 0.62175
S 1.50231 2.72101 0.71822
O 1.69337 3.50036 1.90672
O 2.53504 1.74905 0.40955
C 1.53885 3.90783 -0.79816
F 2.73662 3.78347 -1.35605
F 0.57062 3.58885 -1.65747
F 1.39433 5.16328 -0.40859
C 1.49188 -3.28254 -1.81746
F 2.70365 -2.80764 -1.57674
F 0.88157 -2.46730 -2.69957
F 1.56219 -4.49269 -2.33048
S 0.44053 -3.35891 -0.25521
O -0.93113 -3.14162 -0.68881
O 0.67993 -4.67275 0.27320
N 0.92684 -1.96504 0.64672
S 1.67008 -2.61931 1.90300
O 0.74001 -3.22866 2.82854
O 2.86002 -3.35249 1.56601
C 2.24644 -1.06715 2.77575
F 1.25076 -0.19507 2.88323
F 2.60846 -1.39427 4.00088
F 3.28620 -0.55819 2.17148
C -1.97323 -1.68609 2.21973
O -1.97858 -0.82911 1.09847
C -3.04999 -1.06732 0.19477
C -2.87872 -0.16936 -1.02258
N -1.48941 -0.30279 -1.52403
C -1.11748 0.82068 -2.43495
C 0.32087 0.69772 -2.94201
O 1.13420 0.43309 -1.79246
C 2.48715 0.18643 -2.11524
H -2.94039 -1.76629 2.72757
H -1.33101 -1.26584 2.99111
H -1.61973 -2.69636 2.01475
H -4.02621 -1.01709 0.67950
H -2.95574 -2.10524 -0.14846
H -3.23207 0.84804 -0.85694
H -3.51002 -0.50223 -1.85488
H -1.59364 -0.98649 -2.27680
H -1.14268 1.75185 -1.86180
H -1.83693 0.91751 -3.25332
H 0.64932 1.64345 -3.36864
H 0.38196 -0.18752 -3.58380
H 2.98111 1.06316 -2.55394
H 2.56759 -0.58255 -2.88643
H 3.10686 -0.06151 -1.25935
*
```

***

Formula: C8H12ClEuN
Source: the OMol25 dataset
Level of theory: the ωB97M-V functional and the def2-TZVPD basis

Output
Frontier orbital gap (spin up / spin down) (eV): 3.7 / 3.6
E_HOMO (spin up / spin down) (eV): 2.14 / 1.98

Geometry as ORCA input:
```
! RIJCOSX wB97M-V def2-TZVPD def2/J DEFGRID3
* xyz -2 8
C -0.64795 0.80605 -1.78909
C 0.75350 0.61639 -2.06054
C 1.51063 1.45196 -1.16219
C 0.56702 2.18780 -0.35753
C -0.76098 1.78079 -0.73964
Eu 0.38797 -0.24352 0.70195
N -1.50738 -1.09214 0.81511
C 0.23002 -2.87142 0.05930
C 1.22576 -2.37908 -0.72321
H 2.59577 1.52673 -1.10571
H 1.16969 -0.04279 -2.82610
H 0.82582 2.88108 0.45676
H -1.70001 2.11771 -0.28707
H -1.47306 0.32800 -2.30675
H 1.09591 -2.25546 -1.80788
H -0.72994 -3.19120 -0.36932
H -2.44141 -1.42324 1.12756
H 2.23058 -2.12342 -0.32748
H 0.35087 -3.01736 1.14885
Cl -0.85001 -0.16040 3.39277
C -0.83291 1.42486 2.86534
H -1.34458 2.11365 3.50556
H -0.65533 1.56498 1.78932
*
```

***

Formula: F2HNS
Source: the OMol25 dataset
Level of theory: the ωB97M-V functional and the def2-TZVPD basis

Output
Frontier orbital gap (eV): 11.7
E_HOMO (eV): -12.00

Geometry as ORCA input:
```
! RIJCOSX wB97M-V def2-TZVPD def2/J DEFGRID3
* xyz 0 1
N 0.46894 -0.87032 -0.70465
F -1.37586 0.46549 0.21063
F 0.78978 1.04015 1.30332
S -0.02098 -0.46521 0.64222
H 0.13813 -0.17011 -1.45152
*
```

***

Formula: C15H51N19O12P
Source: the OMol25 dataset
Level of theory: the ωB97M-V functional and the def2-TZVPD basis

Output
Frontier orbital gap (eV): 5.3
E_HOMO (eV): -3.36

Geometry as ORCA input:
```
! RIJCOSX wB97M-V def2-TZVPD def2/J DEFGRID3
* xyz -1 1
N 6.70215 2.33986 -1.81128
C 5.25304 2.29835 -1.60324
C 4.72977 0.85913 -1.66792
C 3.41851 0.73819 -2.45986
C 2.26826 1.54461 -1.86658
C 0.91528 1.15878 -2.48767
C -0.15035 2.26211 -2.27571
P -1.61539 1.56964 -1.63091
O -2.49802 0.84947 -2.60128
O -1.42434 0.49760 -0.36272
O -2.50029 2.78431 -0.93094
H 7.17828 1.57870 -1.34979
H 7.10111 3.23453 -1.56741
H 4.77834 2.88665 -2.39250
H 4.93922 2.73966 -0.65003
H 5.47200 0.19650 -2.12975
H 4.54381 0.47534 -0.65984
H 3.60558 1.04375 -3.49338
H 3.11240 -0.31377 -2.44134
H 2.17635 1.41216 -0.78187
H 2.38692 2.62089 -2.04091
H 1.06885 1.03472 -3.56916
H 0.61960 0.18638 -2.08927
H 0.22777 2.94175 -1.48684
H -1.18931 0.99631 0.43237
H -1.92116 3.55577 -0.89138
C -4.46868 -1.52821 1.05073
O -5.27024 -2.20568 1.70832
N -4.81970 -0.84188 -0.06870
N -3.17257 -1.41356 1.40494
H -4.16449 -0.29019 -0.60465
H -5.77348 -0.89728 -0.37318
H -2.86464 -1.91276 2.22002
H -2.51564 -0.85646 0.89156
C -2.83211 1.44557 3.86986
O -1.84177 1.13699 3.23636
N -2.88977 2.57212 4.64376
N -3.97413 0.68581 3.87016
H -3.69585 2.84370 5.17283
H -2.06839 3.14700 4.67440
H -3.96401 -0.15381 3.31754
H -4.80066 0.92104 4.38734
C 0.13093 -3.02555 -1.84515
O 0.80538 -2.01392 -1.80948
N -1.13585 -3.02823 -2.35613
N 0.60130 -4.22586 -1.38251
H -1.71616 -3.84294 -2.39810
H -1.49633 -2.14800 -2.68918
H 1.53301 -4.22936 -1.00299
H 0.08164 -5.08145 -1.40828
C -8.41034 0.67612 1.96389
O -9.49157 1.24228 1.97689
N -7.26617 1.26777 2.42402
N -8.24549 -0.59532 1.49759
H -6.37026 0.81469 2.41712
H -7.34270 2.20147 2.77958
H -9.06012 -1.06766 1.15535
H -7.35738 -1.07122 1.48873
C -0.85816 5.11123 -4.94888
O 0.27866 4.84540 -5.29909
N -1.31219 6.41492 -4.91873
N -1.77151 4.18317 -4.56805
H -2.23747 6.67229 -4.63592
H -0.66665 7.12989 -5.19202
H -1.48963 3.21516 -4.54121
H -2.70348 4.41516 -4.28495
C 4.68587 -4.23784 -1.45051
O 4.03091 -4.98107 -0.73340
N 4.13230 -3.52850 -2.47150
N 6.03189 -4.06255 -1.27532
H 4.64822 -2.91170 -3.06914
H 3.14435 -3.63485 -2.62197
H 6.46632 -4.56893 -0.52778
H 6.59017 -3.45694 -1.84511
C 10.94705 3.24768 -3.76219
O 11.89475 2.98180 -4.48218
N 10.90055 4.39335 -3.01268
N 9.85982 2.43364 -3.64191
H 10.13298 4.63543 -2.41642
H 11.68348 5.01510 -3.07859
H 9.85835 1.58852 -4.18046
H 9.06611 2.63280 -3.05861
C -1.22455 -0.90430 7.12061
O -0.53478 0.09189 7.25058
N -2.40513 -0.90139 6.43567
N -0.87074 -2.11442 7.65570
H -2.98627 -1.71177 6.32512
H -2.69717 -0.03332 6.02710
H -0.00772 -2.15514 8.16280
H -1.42035 -2.94662 7.55576
C -4.48767 -5.58572 3.95915
O -4.10023 -4.91614 4.90524
N -5.20172 -5.05948 2.92774
N -4.22557 -6.92870 3.86892
H -5.52234 -5.59444 2.14438
H -5.40175 -4.07275 2.95348
H -3.69834 -7.34378 4.61299
H -4.52780 -7.50205 3.10564
*
```

***

Number 1: energy -4216.97865 Ha. Number 2: energy -1536.98732 Ha. Number 3: energy -653.21670 Ha. Number 4: energy -2887.25740 Ha.